Molecular formula: C40H68Br2Cl36F3NO3PS
Method: DFT, ωB97M-V with the def2-TZVPD basis set

The geometry in XYZ format:
```
155
Properties=species:S:1:pos:R:3:mulliken_charge:R:1
Br 3.59441 6.28434 1.51790 -0.135
Br 0.78378 6.65602 2.54282 -0.050
Cl 5.19991 1.95983 5.98725 -0.075
Cl 7.77876 -2.54605 12.40734 -0.144
Cl -11.62197 0.97722 -0.44172 -0.132
Cl 6.55504 -6.84298 -4.33155 -0.035
Cl 0.35578 -5.17624 -3.72994 -0.135
Cl 10.95550 -1.32123 2.53902 -0.142
Cl -1.90602 -5.86028 -8.32994 -0.157
Cl 1.74918 6.21041 -5.52698 -0.138
Cl -2.87471 -0.07330 -3.02182 0.060
Cl -9.02633 2.06190 -1.26757 -0.094
Cl -6.05803 -3.66416 -0.11510 0.068
Cl -4.66370 -5.84089 -7.33724 -0.160
Cl 7.42520 -9.22034 -5.79707 -0.163
Cl 6.38741 -1.66875 0.82214 -0.138
Cl 3.47541 -3.84383 -2.76643 -0.140
Cl -8.46176 -0.68881 0.78416 -0.122
Cl -5.38233 -4.93667 2.43343 -0.152
Cl -1.83328 5.06293 -5.67289 -0.124
Cl -8.20940 -2.54657 6.23258 -0.134
Cl -2.90303 -1.49478 -8.67708 -0.149
Cl -3.22028 1.31072 -5.58518 -0.169
Cl -0.31511 2.86621 -6.90196 -0.131
Cl 3.51655 -6.76844 -6.15408 -0.147
Cl 1.14639 7.82120 -7.89512 -0.148
Cl -6.35367 -0.92583 2.82867 -0.147
Cl -0.84403 -2.76094 -2.58118 -0.055
Cl 3.36868 -2.60261 -5.42496 -0.180
Cl 4.62957 -2.84962 6.81161 -0.189
Cl 6.37116 -0.45223 3.46689 -0.040
Cl 6.98584 4.15646 6.74081 -0.178
Cl -5.65201 -1.50145 -7.68969 -0.134
Cl 3.80385 -0.35538 8.11182 -0.153
Cl 3.32052 -7.63633 -3.37132 -0.115
Cl 7.40234 -1.14175 9.86478 -0.140
Cl -10.34124 -2.30337 4.24721 -0.136
Cl 9.54256 1.01600 3.63314 -0.096
S -3.92179 4.13398 -0.98660 -0.154
P 1.78722 1.62624 2.38890 0.533
F 0.30153 7.71143 0.16022 -0.353
F 2.56149 7.40604 -0.69551 -0.228
F 2.42004 5.23736 -0.58979 -0.228
O 3.10594 1.88355 1.57344 -0.224
O 2.33836 1.13596 3.79217 0.034
O 0.83490 0.68399 1.77532 -0.754
N -1.89829 3.91884 0.86135 0.363
C -0.08253 5.41291 0.05229 -1.218
C -5.26845 0.63910 -0.12607 -0.416
C -3.14228 -2.99121 -1.04770 -1.017
C 1.37474 0.70356 4.76377 -0.230
C -3.14300 1.94937 0.65841 1.491
C 7.61317 -0.97849 11.61896 -0.278
C 0.77965 6.52656 0.61302 0.497
C -2.83459 -2.31695 0.12650 -1.045
C 1.36585 7.82548 -6.14257 -0.262
C -7.96256 -1.44918 2.30389 0.364
C -4.63742 1.61768 0.86838 -1.954
C -6.56769 -4.82143 1.12634 -0.497
C -4.50147 -0.62001 -0.39063 1.967
C 2.28537 6.37535 0.08934 0.648
C -9.83834 -3.04920 5.77356 -0.254
C 7.38583 -1.06651 2.15362 -0.399
C -2.88818 3.37498 0.23479 -0.420
C -2.29286 0.09806 -4.68656 -0.351
C -1.29128 2.87130 1.75722 0.639
C 6.53855 2.99978 5.48374 -0.016
C 11.08645 0.15277 3.50271 -0.323
C 0.08784 -3.44594 -3.93010 -0.147
C -3.49953 -5.10172 -8.44416 0.209
C -2.54078 2.09480 2.09153 -1.416
C 3.81702 0.68216 1.18011 0.410
C -4.79569 -1.29853 -1.57158 -1.399
C -0.86919 4.53485 -7.06379 -0.020
C 4.08783 -3.87834 -4.42489 0.626
C -0.39580 3.26399 2.90532 -1.173
C 2.03511 -0.37485 5.59811 -0.782
C -3.52680 -1.15689 0.43740 0.594
C 7.92684 -7.86745 -4.77653 -0.350
C 4.53182 0.98033 -0.13105 -1.374
C 1.10479 3.27938 2.60832 0.209
C -1.47396 5.30657 0.68441 -1.472
C -4.49468 -0.72738 -8.77553 -0.267
C 5.16783 -1.38324 7.64398 0.245
C -4.13506 -2.47617 -1.85543 -0.954
C 3.59274 -8.14250 -5.04121 -0.108
C -10.60576 1.45996 -1.80062 -0.358
H -7.51438 -4.50513 1.54743 0.259
H 5.70933 -1.66292 8.54544 0.018
H 6.23500 3.54706 4.59952 0.239
H -2.58163 1.28839 -0.00156 0.331
H 1.63477 3.71336 3.45346 0.681
H 7.99846 -1.87653 2.52752 0.328
H -3.39722 -4.05544 -8.18792 -0.179
H -5.25724 2.51168 0.85672 0.620
H -4.85893 -0.81344 -9.79187 0.346
H 1.05218 1.51557 5.41680 0.275
H 5.80946 -0.81964 6.97485 0.160
H -3.28974 -0.63873 1.35535 0.280
H -6.23083 0.38222 0.31616 -0.579
H 4.56373 0.43485 1.92228 -0.331
H 7.39595 2.37411 5.26520 -0.002
H -2.19720 5.77804 0.03343 0.519
H 0.38700 4.43765 0.07291 0.727
H -5.49183 1.16667 -1.05273 0.289
H -0.55645 2.58402 3.73563 0.549
H 8.50801 -0.39728 11.80388 0.287
H 3.84071 -4.84021 -4.86600 -0.616
H -10.53153 -2.74818 6.54900 0.295
H 2.07196 -1.30663 5.04095 0.326
H 0.48258 0.27157 4.31254 0.336
H 3.85678 1.62683 -0.69114 0.415
H -2.07608 -2.69864 0.79090 0.560
H -1.47763 4.60961 -7.95667 0.318
H 1.39585 3.86152 1.74115 -0.722
H -0.21771 5.65292 -1.00112 0.589
H -4.39034 -3.01912 -2.75533 0.404
H -2.36657 1.14999 2.58765 0.360
H 4.57592 -8.59016 -5.11545 0.026
H -0.46515 -3.28619 -4.84894 0.256
H -0.00634 5.18301 -7.13871 -0.060
H 1.44807 -0.56816 6.48861 0.472
H 2.82904 -8.85794 -5.32071 0.327
H 11.41408 -0.11319 4.49988 0.277
H -1.24602 0.38334 -4.68044 0.285
H 8.37165 -8.26062 -3.87082 0.304
H -8.67998 -1.18608 3.07599 0.125
H -2.63770 -3.89813 -1.30864 1.129
H -3.16999 3.82601 -2.05598 0.272
H -5.55397 -0.90955 -2.23246 0.447
H -11.10736 2.25012 -2.34523 0.331
H -7.94528 -2.52090 2.16426 -0.265
H 8.64571 -7.26812 -5.32136 0.278
H 6.74313 -0.47448 12.02093 0.254
H 5.16126 -3.73042 -4.39953 0.314
H -4.70913 1.22230 1.87652 0.208
H 4.68635 0.09048 -0.72526 0.375
H 2.18166 8.49288 -5.89349 0.314
H -6.67679 -5.79710 0.66850 0.372
H -3.86545 -5.21278 -9.45756 0.286
H -0.65793 4.25225 3.28047 0.530
H -9.85000 -4.12500 5.65031 0.269
H 1.04980 -2.95152 -3.97902 0.045
H 8.01092 -0.26161 1.79349 0.209
H -3.20426 2.75411 2.64737 0.359
H -10.44756 0.60047 -2.44038 0.258
H 11.80632 0.80923 3.03015 0.305
H -2.41932 -0.85616 -5.18582 0.208
H -1.55541 5.80857 1.64334 0.593
H -0.78659 2.21054 1.04965 0.230
H 3.16902 -0.16824 0.99649 0.426
H 0.44584 8.16188 -5.67942 0.260
H 3.04713 -0.07576 5.83382 -0.407
H 5.43515 1.56106 0.02272 0.264
H -4.39283 0.31461 -8.49718 0.205
```

Computed properties:
Lowest unoccupied orbital energy: -3.23 eV
Net charge: +1
Orbital gap: 7.047 eV
Energy relative to the best compared isomer or geometry (same formula, charge and spin): 0.0 kcal/mol
2S+1: 1
E: -669380.196 eV

Molecular formula: C36H61Cl33F2O3P
Method: DFT, ωB97M-V with the def2-TZVPD basis set

The geometry in XYZ format:
```
136
Properties=species:S:1:pos:R:3:mulliken_charge:R:1
Cl -7.91514 3.41306 -6.25253 -0.118
Cl 5.88898 -1.20976 0.00642 -0.004
Cl 13.42236 -0.39156 -0.51220 -0.137
Cl 12.20848 2.21162 -0.05250 -0.131
Cl 4.94825 1.42190 2.50597 -0.060
Cl 0.07413 -3.39374 5.10360 -0.139
Cl -0.55105 6.03426 -1.48842 -0.166
Cl 15.60658 -0.15360 1.85050 -0.095
Cl 6.19144 -3.81922 -1.21083 -0.136
Cl -1.11039 5.55894 1.31715 -0.152
Cl -9.36332 0.99998 -5.50466 -0.096
Cl 7.07981 2.12242 -4.99981 -0.113
Cl 6.30633 0.87573 5.01518 -0.104
Cl -1.55637 3.44025 -0.65018 0.062
Cl 17.54900 -1.37826 3.62711 -0.119
Cl -2.95714 4.24159 3.73979 -0.017
Cl 8.02631 0.28998 9.61645 -0.120
Cl 9.25349 1.06002 -3.40115 -0.035
Cl -5.24506 5.37038 5.12646 -0.135
Cl 6.92341 2.75327 8.54659 -0.111
Cl 10.42503 -3.61230 -1.35614 -0.141
Cl 8.99664 0.29572 -6.19086 -0.123
Cl 9.45628 -0.94064 -0.77976 -0.012
Cl 16.56320 1.29730 4.17923 -0.125
Cl 3.68327 -2.36412 -1.49387 0.005
Cl -7.81143 1.06554 -7.95727 -0.131
Cl 11.67437 0.01511 1.76697 -0.076
Cl -2.47258 -2.90872 3.77233 0.038
Cl -2.27426 -2.69057 6.66381 -0.154
Cl 9.07229 1.39663 7.14483 -0.092
Cl -3.86255 3.06762 6.24102 -0.121
Cl 7.63330 0.31637 2.49521 -0.089
Cl 8.58067 -2.31660 -3.18442 -0.087
P -4.13149 -0.00281 -0.53139 1.653
F -6.66266 -1.15549 -0.89343 -0.530
F -3.76003 1.21680 -1.72626 -0.785
O 0.95992 -0.26123 -0.55687 -0.117
O -2.52120 0.31158 0.08134 -0.800
O -3.40193 -1.18022 -1.60180 -0.931
C -0.32349 -0.35018 0.07176 -2.193
C -4.79938 1.31864 0.62958 -1.881
C -1.68603 -3.52654 5.21858 -0.038
C 0.00871 -2.71931 -1.95354 -2.020
C -6.56025 1.14605 -3.44315 -1.359
C -4.46710 -1.37583 0.71042 0.254
C 6.50007 1.37902 3.33692 -0.047
C -1.85329 -0.75023 -3.37662 -0.209
C -7.57601 1.68353 3.32433 -0.948
C -1.27507 -4.75501 -0.40325 -1.057
C -3.68776 4.55652 5.30835 -0.093
C 12.86450 0.76098 0.70932 0.079
C -8.49279 0.49720 3.58967 -0.490
C -2.01261 -1.11115 -1.83779 0.699
C -1.96113 -3.37718 -0.53451 -0.056
C -8.96975 -0.24008 2.33632 -1.014
C -1.51195 -2.58077 -1.75917 0.419
C 9.91128 -2.07469 -2.05271 -0.126
C -8.80148 2.00517 -6.83767 0.018
C -3.12929 -1.06976 -4.15700 0.191
C -6.18216 1.03584 1.24759 0.503
C -1.46452 0.70028 -3.68716 -1.524
C 5.43011 -2.23110 -1.35738 -0.116
C -6.49991 0.99622 -1.91752 -0.599
C -4.20259 -1.26090 2.02214 -2.232
C 1.41987 1.05132 -0.74391 0.262
C -1.49167 -0.04304 -0.85438 1.684
C -2.81615 -1.16298 -5.66358 -1.700
C -6.20517 1.30254 2.76048 -0.118
C -0.22091 -4.81527 0.71680 -1.035
C 16.98145 0.13311 2.92261 0.012
C 8.37620 1.76856 8.72052 0.014
C 2.89834 1.01761 -1.00289 -1.193
C -0.57313 4.82051 -0.19847 0.096
C -5.75142 -0.26160 -1.50848 0.299
C 8.75800 1.58625 -5.00956 -0.034
H -1.98100 -3.07249 -2.61107 0.626
H 9.37806 2.42354 -5.29843 0.309
H -5.58592 1.51993 -3.75822 0.071
H -0.66595 1.07262 -3.05906 0.004
H -7.41556 2.14715 4.29430 0.321
H 1.14661 1.73131 0.06841 0.232
H -1.93256 -1.77380 -5.83744 0.363
H -6.69710 0.18845 -3.93602 0.366
H -3.84807 -0.26577 -4.05052 -0.418
H -4.90992 -1.63368 2.75393 0.491
H -6.05884 1.90977 -1.53809 0.069
H -9.66814 2.36083 -7.37699 0.322
H -3.62480 -1.65733 -6.19614 0.449
H 3.24881 1.98359 -1.36302 0.448
H -2.66892 -0.17816 -6.09449 0.352
H -4.88644 -2.31765 0.37233 0.613
H 13.72396 1.04321 1.30525 0.287
H -3.52408 -2.03934 -3.87619 0.451
H -4.84197 2.26842 0.10378 0.806
H -9.36878 0.84795 4.13424 0.378
H -9.08792 0.45840 1.51374 0.247
H 0.52010 -2.61221 -1.00604 0.122
H -9.89291 -0.78550 2.50559 0.413
H -1.06693 0.74330 -4.70152 0.597
H -1.08536 -1.36184 -3.84422 0.841
H -2.31735 1.36861 -3.66687 0.157
H 17.78354 0.55114 2.33017 0.299
H -1.87224 -2.82501 0.39461 -0.134
H -7.98203 -0.21363 4.23669 0.282
H -1.22304 0.91296 -1.28399 -0.133
H 3.46960 0.78352 -0.10956 0.140
H 0.59575 -5.49884 0.50737 0.299
H -6.90968 1.72919 0.82911 0.715
H -2.05873 -5.45485 -0.12226 0.496
H -8.07177 2.38834 2.65601 0.410
H 6.91316 2.37828 3.33236 0.292
H -1.93259 -4.57444 5.32131 0.287
H -0.38059 -1.33559 0.51512 0.113
H -3.03254 5.21842 5.85708 0.353
H -5.91671 0.38845 3.28284 -0.018
H -7.28317 1.89098 -3.75358 0.420
H 0.40482 -1.95660 -2.61340 0.512
H -0.35139 0.36116 0.89466 0.635
H 5.80641 -1.76598 -2.25910 0.210
H 0.94767 1.47389 -1.63936 -0.138
H -3.02330 -3.56160 -0.64663 0.195
H 10.74657 -1.65450 -2.59722 0.371
H -4.06203 1.45527 1.41113 0.584
H -0.70982 -5.15225 1.62033 0.273
H 9.10222 2.33781 9.28409 0.310
H -5.45923 2.04250 3.02836 0.105
H 3.09467 0.30918 -1.79679 0.212
H 0.44223 4.47738 -0.05016 0.167
H -3.32332 -0.71625 2.34702 0.812
H -5.44730 -0.77154 -2.41573 0.474
H -6.50328 0.01341 1.10825 -0.321
H 0.13891 -3.81611 0.94006 0.240
H -7.52651 0.94500 -1.56054 0.567
H 0.28546 -3.69550 -2.34095 0.574
H -0.87892 -5.11251 -1.34841 0.395
H -8.23233 -0.97206 2.02154 0.181
```

Computed properties:
Lowest unoccupied orbital energy: 1.14 eV
Net charge: -1
Orbital gap: 5.860 eV
Energy relative to the best compared isomer or geometry (same formula, charge and spin): 0.0 kcal/mol
2S+1: 1
E: -472427.507 eV

What is the orbital gap in the second record?
5.860 eV

Which formula does entry 2 have?
C36H61Cl33F2O3P